Entry 1:
12
Properties=species:S:1:pos:R:3:nbo_charge:R:1 method="wB97M-V/def2-TZVPD" charge=0 e_above_lowest_kj_mol=179.54 lumo_ha=0.0354 e_tot_ha=-302.62472 orbital_gap_ev=10.1
O 3.095 -1.690 -0.933 -0.569
H -0.965 0.636 -1.184 0.363
H 1.048 -0.440 -1.626 0.379
H -2.226 1.960 0.402 0.196
H -2.718 0.269 0.691 0.194
C 0.243 -0.111 0.327 0.184
N -0.809 0.511 -0.183 -0.595
N 1.131 -0.550 -0.613 -0.669
C -1.873 0.967 0.695 -0.403
H 2.272 -1.321 0.910 0.136
H -1.456 1.010 1.702 0.229
C 2.259 -1.241 -0.188 0.553

Entry 2:
12
Properties=species:S:1:pos:R:3:nbo_charge:R:1 method="wB97M-V/def2-TZVPD" charge=0 e_above_lowest_kj_mol=399.04 lumo_ha=-0.0212 e_tot_ha=-302.54111 orbital_gap_ev=10.0
H -1.539 1.504 0.752 0.015
H -1.030 1.453 1.292 -0.011
C 1.019 -0.437 0.694 -0.011
H -1.193 -1.655 -0.653 0.108
O -2.170 0.116 -0.586 -0.488
N 0.851 0.623 1.369 -0.489
H 0.618 -1.377 1.072 0.213
C 1.742 -0.490 -0.568 0.187
H 1.222 1.446 0.886 0.354
N 2.349 -0.499 -1.553 -0.259
H -0.582 -0.277 -1.777 0.124
C -1.308 -0.610 -1.012 0.258

Entry 3:
12
Properties=species:S:1:pos:R:3:nbo_charge:R:1 method="wB97M-V/def2-TZVPD" charge=0 e_above_lowest_kj_mol=471.09 lumo_ha="0.0216 / 0.0216" e_tot_ha=-302.51367 orbital_gap_ev="7.6 / 7.6"
O 0.259 1.122 1.242 -0.330
N 1.459 0.329 1.619 -0.649
H 0.477 -0.732 -2.055 0.198
H 0.394 -2.436 -1.324 0.209
H -1.306 2.239 -0.351 0.413
H 1.330 0.339 2.638 0.285
N -1.091 1.277 -0.565 -0.775
C -0.043 -0.854 -0.008 -0.270
C -0.284 0.564 0.243 0.633
C 0.252 -1.367 -1.202 -0.384
H -1.678 0.783 -1.217 0.413
H -0.110 -1.452 0.897 0.256

Entry 4:
13
Properties=species:S:1:pos:R:3:nbo_charge:R:1 method="wB97M-V/def2-TZVPD" charge=0 e_above_lowest_kj_mol=362.80 lumo_ha="-0.0263 / -0.0263" e_tot_ha=-377.82115 smiles="CC(=O)NCN=O" orbital_gap_ev="9.0 / 9.0"
N 2.603 -0.133 0.228 0.157
C -1.705 0.491 -0.208 -0.723
C -0.999 -0.817 0.029 0.674
C 1.121 0.331 0.302 -0.143
H -1.514 1.178 0.620 0.226
H 0.965 1.087 -0.471 0.196
N 0.378 -0.859 0.018 -0.641
H -2.784 0.321 -0.260 0.253
H -1.389 0.937 -1.155 0.235
H 0.773 -1.775 0.186 0.420
H 0.934 0.715 1.306 0.191
O 3.236 0.401 -0.676 -0.246
O -1.619 -1.877 0.082 -0.600

Entry 5:
13
Properties=species:S:1:pos:R:3:nbo_charge:R:1 method="wB97M-V/def2-TZVPD" charge=0 e_above_lowest_kj_mol=266.92 lumo_ha=0.0263 e_tot_ha=-377.85768 smiles="N[C@]1(NC=O)CO1" orbital_gap_ev=10.3
N 1.209 -0.477 -1.397 -0.831
N -0.909 0.248 -0.416 -0.669
C 0.831 -0.509 1.166 -0.107
H 1.844 -0.290 1.503 0.198
H 0.044 -0.275 1.871 0.203
O 0.541 -1.724 0.453 -0.487
H -1.570 0.102 -1.179 0.399
H 1.240 -1.381 -1.869 0.384
H -2.371 1.598 0.240 0.117
H 0.847 0.231 -2.016 0.367
O -0.716 1.704 1.376 -0.594
C -1.339 1.240 0.447 0.530
C 0.395 -0.498 -0.232 0.490

Entry 6:
13
Properties=species:S:1:pos:R:3:nbo_charge:R:1 method="wB97M-V/def2-TZVPD" charge=0 e_above_lowest_kj_mol=158.03 lumo_ha=0.0232 e_tot_ha=-377.89915 smiles="[H]/N=C(/NC=O)OC" orbital_gap_ev=10.6
C 0.549 0.318 -0.568 0.700
H -0.388 0.475 1.305 0.410
C 1.457 -0.285 1.632 0.544
H 1.570 0.337 -2.150 0.361
O 1.330 -0.364 2.833 -0.570
H -1.923 -1.171 -1.012 0.190
N 0.445 0.185 0.817 -0.670
C -1.838 -0.115 -0.731 -0.251
O -0.628 0.452 -1.231 -0.513
H -2.661 0.443 -1.180 0.205
N 1.679 0.338 -1.137 -0.727
H -1.942 -0.033 0.352 0.169
H 2.351 -0.582 1.069 0.152

Entry 7:
13
Properties=species:S:1:pos:R:3:nbo_charge:R:1 method="wB97M-V/def2-TZVPD" charge=0 e_above_lowest_kj_mol=9.56 lumo_ha=0.0238 e_tot_ha=-377.95570 smiles="CC(=O)NC(N)=O" orbital_gap_ev=11.0
C 0.787 -0.880 0.752 0.712
H 1.262 0.986 1.575 0.242
C -0.696 0.458 -0.780 0.785
H 0.408 -1.185 -1.220 0.406
O 1.311 -1.960 0.800 -0.567
O -1.130 1.267 0.006 -0.625
N 0.272 -0.483 -0.502 -0.676
N -1.178 0.368 -2.066 -0.848
H -0.371 0.377 2.016 0.265
C 0.673 0.122 1.850 -0.720
H -1.840 1.097 -2.318 0.403
H 1.086 -0.305 2.744 0.232
H -0.584 0.139 -2.856 0.388

Entry 8:
13
Properties=species:S:1:pos:R:3:nbo_charge:R:1 method="wB97M-V/def2-TZVPD" charge=0 e_above_lowest_kj_mol=236.83 lumo_ha=0.0296 e_tot_ha=-377.86913 orbital_gap_ev=10.2
H -3.600 1.240 -0.975 0.410
C 1.891 -0.019 -0.234 -0.283
O -1.322 1.457 -2.284 -0.599
H -0.020 -0.615 1.432 0.359
N -2.746 0.698 -0.666 -0.824
H 1.551 0.266 0.746 0.179
C -0.419 0.061 -0.408 0.511
C -1.632 0.784 -1.323 0.621
H 2.288 -1.087 -0.174 0.206
H -2.751 0.225 0.338 0.454
O 0.687 0.178 -1.033 -0.461
H 2.632 0.813 -0.472 0.217
N -0.740 -0.277 0.767 -0.792

Entry 9:
13
Properties=species:S:1:pos:R:3:nbo_charge:R:1 method="wB97M-V/def2-TZVPD" charge=0 e_above_lowest_kj_mol=166.10 lumo_ha=0.0239 e_tot_ha=-377.89608 smiles="[H]/N=C(/NC=O)OC" orbital_gap_ev=10.8
H -0.040 -1.459 -2.682 0.211
H -0.913 1.955 1.273 0.125
H 1.868 1.185 0.652 0.418
N 0.857 1.122 0.606 -0.671
N -0.541 -0.674 1.008 -0.717
O 0.496 -0.370 -1.079 -0.489
C 0.230 -0.069 0.206 0.686
H -0.186 -2.335 -1.135 0.180
C 0.176 1.957 1.469 0.555
C -0.333 -1.374 -1.639 -0.267
H -0.947 -1.509 0.598 0.348
O 0.722 2.649 2.287 -0.566
H -1.388 -1.078 -1.565 0.188

Entry 10:
13
Properties=species:S:1:pos:R:3:nbo_charge:R:1 method="wB97M-V/def2-TZVPD" charge=0 e_above_lowest_kj_mol=120.85 lumo_ha=0.0300 e_tot_ha=-377.91331 smiles="[H]/N=C/OCC(N)=O" orbital_gap_ev=10.6
C 1.641 0.567 -0.056 0.434
N 1.311 0.180 -1.219 -0.770
C -0.068 -0.723 0.980 -0.175
H 1.961 0.546 -1.909 0.364
N -1.561 0.040 -0.791 -0.829
C -1.410 -0.113 0.549 0.637
O -2.268 0.155 1.371 -0.601
H 0.233 -1.537 0.314 0.205
H -0.195 -1.082 2.001 0.222
O 0.990 0.243 1.060 -0.477
H -2.386 0.525 -1.109 0.399
H 2.491 1.206 0.194 0.161
H -0.738 -0.009 -1.384 0.428

Entry 11:
13
Properties=species:S:1:pos:R:3:nbo_charge:R:1 method="wB97M-V/def2-TZVPD" charge=0 e_above_lowest_kj_mol=308.44 lumo_ha=0.0265 e_tot_ha=-377.84186 orbital_gap_ev=8.6
O 0.453 -1.394 -0.004 -0.562
C 0.470 0.161 0.010 0.492
H 2.045 0.568 1.198 0.366
H 2.061 0.594 -1.149 0.366
C -0.933 -1.305 -0.010 0.019
H -2.870 0.556 -0.091 0.485
C -1.044 0.022 -0.002 0.159
N 1.056 0.706 -1.143 -0.812
O -2.006 0.971 0.005 -0.657
H 0.627 0.291 2.011 0.381
H -1.557 -2.177 -0.017 0.195
H 0.658 0.319 -1.988 0.380
N 1.040 0.687 1.178 -0.812

Entry 12:
13
Properties=species:S:1:pos:R:3:nbo_charge:R:1 method="wB97M-V/def2-TZVPD" charge=0 e_above_lowest_kj_mol=437.58 lumo_ha=0.0100 e_tot_ha=-377.79267 orbital_gap_ev=9.6
H 1.435 -1.248 -0.298 0.217
C -1.466 -0.127 -1.153 0.766
H 1.694 0.129 1.465 0.382
N -0.265 0.204 1.153 -0.200
O -2.731 -0.313 -0.380 -0.715
H 0.466 0.592 2.870 0.421
O -1.512 -0.261 -2.336 -0.526
C 1.127 -0.177 -0.817 -0.704
H -2.442 0.305 0.416 0.479
N 0.862 0.366 1.813 -0.607
H 1.337 -0.287 -1.966 0.265
C -0.248 0.179 -0.189 0.010
H 1.744 0.637 -0.578 0.211

Entry 13:
13
Properties=species:S:1:pos:R:3:nbo_charge:R:1 method="wB97M-V/def2-TZVPD" charge=0 e_above_lowest_kj_mol=155.78 lumo_ha=0.0177 e_tot_ha=-377.90000 smiles="NC(=O)CNC=O" orbital_gap_ev=10.1
H -1.404 -1.387 -1.758 0.109
H -1.673 0.585 -0.207 0.411
H -0.570 -1.196 1.117 0.394
O 1.857 0.675 1.789 -0.599
H 1.249 0.758 -0.764 0.252
C -0.714 -0.526 -1.785 0.542
N -0.818 0.287 -0.642 -0.707
H 0.660 -1.441 2.249 0.402
O -0.250 -0.137 -2.822 -0.517
C 0.395 0.874 -0.098 -0.333
H 0.308 1.964 -0.043 0.222
N 0.142 -0.781 1.691 -0.830
C 0.818 0.325 1.273 0.655

Entry 14:
13
Properties=species:S:1:pos:R:3:nbo_charge:R:1 method="wB97M-V/def2-TZVPD" charge=0 e_above_lowest_kj_mol=132.93 lumo_ha=0.0306 e_tot_ha=-377.90871 smiles="[H]/N=C/OCC(N)=O" orbital_gap_ev=10.6
N 2.002 0.397 -1.073 -0.730
H 0.349 -1.040 -0.589 0.243
N -2.425 -0.576 0.072 -0.828
C -1.281 0.165 0.112 0.649
H 2.749 0.928 -1.510 0.358
C -0.018 -0.653 0.368 -0.192
H -0.209 -1.481 1.057 0.195
O 0.961 0.173 0.967 -0.487
H -3.292 -0.120 -0.162 0.407
C 1.867 0.727 0.139 0.426
H 2.455 1.460 0.702 0.158
O -1.251 1.361 -0.087 -0.593
H -2.444 -1.558 0.289 0.393

Entry 15:
13
Properties=species:S:1:pos:R:3:nbo_charge:R:1 method="wB97M-V/def2-TZVPD" charge=0 e_above_lowest_kj_mol=692.78 lumo_ha="-0.0381 / -0.0380" e_tot_ha=-377.69547 orbital_gap_ev="7.6 / 7.6"
H -0.905 0.976 -0.739 0.233
C -0.472 0.784 1.390 -0.605
H -0.095 1.796 1.552 0.249
C -0.248 0.415 -0.070 -0.209
O -1.346 -1.205 -1.236 -0.468
H 0.073 0.109 2.052 0.225
H -1.498 -2.165 -1.247 0.492
C 1.211 0.646 -0.488 0.316
N 2.123 1.394 -0.480 -0.462
H 1.884 -1.561 -0.891 0.488
N -0.420 -1.020 -0.272 0.205
O 1.223 -0.922 -1.215 -0.675
H -1.532 0.753 1.644 0.213

Entry 16:
13
Properties=species:S:1:pos:R:3:nbo_charge:R:1 method="wB97M-V/def2-TZVPD" charge=0 e_above_lowest_kj_mol=259.14 lumo_ha=0.0264 e_tot_ha=-377.86064 smiles="[H]/N=C(/NC=O)OC" orbital_gap_ev=10.9
H 0.960 -1.663 1.779 0.391
C -0.860 -1.780 1.042 0.537
O 0.238 1.089 0.719 -0.490
N 1.046 -0.776 -0.496 -0.704
H -0.795 1.340 -1.056 0.189
H -0.461 2.792 -0.057 0.207
C 0.563 -0.197 0.516 0.675
N 0.185 -1.013 1.646 -0.691
H 0.838 2.065 -1.044 0.179
O -0.656 -2.802 0.451 -0.506
H -1.832 -1.260 1.081 0.121
H 1.478 -0.167 -1.183 0.354
C -0.051 1.859 -0.440 -0.260

Entry 17:
13
Properties=species:S:1:pos:R:3:nbo_charge:R:1 method="wB97M-V/def2-TZVPD" charge=0 e_above_lowest_kj_mol=190.69 lumo_ha=0.0288 e_tot_ha=-377.88671 smiles="[H]/N=C/OCC(N)=O" orbital_gap_ev=10.6
N 0.974 0.060 -1.402 -0.755
H 2.697 0.736 -0.396 0.158
C 0.019 -0.357 1.249 -0.177
H -2.547 0.414 -0.628 0.387
C 1.678 0.336 -0.390 0.429
C -1.091 -0.657 0.240 0.677
H -0.499 0.452 1.773 0.217
H -0.987 1.011 -0.870 0.408
O 1.284 0.203 0.874 -0.485
H 1.500 0.228 -2.255 0.364
H 0.230 -1.227 1.877 0.212
N -1.625 0.535 -0.243 -0.878
O -1.634 -1.736 0.172 -0.558

Entry 18:
14
Properties=species:S:1:pos:R:3:nbo_charge:R:1 method="wB97M-V/def2-TZVPD" charge=0 e_above_lowest_kj_mol=699.67 lumo_ha=0.0120 e_tot_ha=-775.87367 orbital_gap_ev=9.8
C 1.522 -0.748 -0.839 -0.128
H 3.835 0.225 1.754 0.228
H -1.105 1.387 1.042 0.405
H -2.136 1.917 -0.733 0.348
C 2.563 -0.463 0.112 -0.031
H 1.341 -0.002 -1.724 0.238
N -1.880 0.766 0.896 -0.664
O -2.229 -1.571 -0.097 -0.892
H 1.525 -1.742 -1.056 0.208
S -1.408 -0.854 0.814 1.661
N -2.649 1.230 -0.286 -0.649
H -2.745 0.431 -0.906 0.368
O 0.196 -0.311 -0.099 -0.886
C 3.170 -0.264 1.122 -0.204

Entry 19:
14
Properties=species:S:1:pos:R:3:nbo_charge:R:1 method="wB97M-V/def2-TZVPD" charge=0 e_above_lowest_kj_mol=185.39 lumo_ha=0.0104 e_tot_ha=-776.06955 smiles="C/N=C(/NS)C(=O)O" orbital_gap_ev=10.3
O -1.937 -1.255 -0.697 -0.665
C 2.006 0.133 -0.882 -0.442
H -0.900 2.000 0.701 0.413
C -0.637 -1.182 -0.351 0.724
O 0.097 -2.105 -0.440 -0.529
C -0.224 0.214 0.046 0.271
N -1.254 1.009 0.617 -0.773
H -2.388 -0.412 -0.622 0.502
H 2.706 -0.286 -0.227 0.215
S -1.846 0.444 2.158 0.179
N 0.914 0.783 -0.170 -0.396
H 1.656 -0.717 -1.493 0.203
H 2.533 0.887 -1.495 0.204
H -0.726 0.487 2.854 0.095

Entry 20:
14
Properties=species:S:1:pos:R:3:nbo_charge:R:1 method="wB97M-V/def2-TZVPD" charge=0 e_above_lowest_kj_mol=336.36 lumo_ha=0.0035 e_tot_ha=-776.01205 smiles="O=S(=O)=C1NCCN1" orbital_gap_ev=9.3
N 0.783 1.191 0.819 -0.624
O 4.184 -0.940 0.144 -0.944
S 3.632 0.384 0.181 1.626
C -0.205 0.874 -0.261 -0.226
H 0.980 2.124 1.138 0.415
H -0.796 -1.209 -0.521 0.201
C 1.700 0.061 0.925 0.271
H 0.552 -0.644 -1.524 0.213
H -1.259 0.931 0.148 0.201
H 1.859 -1.694 0.104 0.427
H 0.035 1.402 -1.089 0.209
N 1.157 -1.027 0.364 -0.583
O 2.797 0.744 -0.984 -0.957
C 0.141 -0.580 -0.572 -0.230